Formula: C19H29Cl4O3PSV
Source: OMol25
Level of theory: ωB97M-V with the def2-TZVPD basis set

```
58
Properties=species:S:1:pos:R:3
V -0.4880 0.5048 0.3420
Cl -6.0079 1.5233 3.3918
C -4.7882 1.3919 2.1950
C -4.9289 2.0673 0.9740
Cl -6.3045 3.0502 0.6914
C -3.9589 1.9402 -0.0160
Cl -4.0988 2.7402 -1.5298
C -2.8436 1.1386 0.2113
O -1.8922 0.8400 -0.6874
C -2.6738 0.5112 1.4684
O -1.5592 -0.2202 1.5670
C -3.6604 0.6175 2.4453
Cl -3.4344 -0.2226 3.9245
C 1.0913 -3.0689 -2.6696
C 0.1305 -1.9955 -2.1536
C 0.1826 -0.7354 -3.0276
P 0.2947 -1.5876 -0.3489
C -0.6884 -2.9015 0.5252
C -0.2090 -4.3459 0.3685
C -2.1550 -2.8120 0.0604
C 2.0767 -1.5837 0.2042
C 2.7824 -2.9195 0.4262
C 2.8757 -0.7056 -0.7688
H 0.7224 -3.4515 -3.6225
H 1.1792 -3.9121 -1.9867
H 2.0862 -2.6591 -2.8447
H -0.8882 -2.3895 -2.2017
H 1.2083 -0.3866 -3.1596
H -0.4176 0.0697 -2.6025
H -0.2209 -0.9581 -4.0159
H -0.6293 -2.6069 1.5762
H -0.2875 -4.6724 -0.6687
H -0.8627 -4.9863 0.9630
H 0.8084 -4.5039 0.7158
H -2.3162 -3.4489 -0.8099
H -2.4587 -1.7980 -0.1926
H -2.8130 -3.1686 0.8525
H 2.0113 -1.0694 1.1695
H 2.7564 -3.5468 -0.4633
H 2.3508 -3.4644 1.2625
H 3.8302 -2.7277 0.6668
H 3.1792 -1.2811 -1.6426
H 3.7824 -0.3373 -0.2856
H 2.2990 0.1524 -1.1163
O 1.0447 1.5322 0.9255
S 1.5884 2.6498 0.0264
C 2.9236 3.3981 1.0062
C 2.7615 4.8940 0.7970
C 1.2705 5.1845 0.9945
C 0.4821 4.0909 0.2665
H 3.8812 2.9940 0.6845
H 2.7164 3.0925 2.0335
H 3.0829 5.1748 -0.2083
H 3.3717 5.4488 1.5076
H 1.0043 6.1679 0.6125
H 1.0357 5.1697 2.0588
H 0.1505 4.3960 -0.7249
H -0.3760 3.7264 0.8328
```

Results
Largest force on an atom = 2.040 eV/Å
2S+1 = 3
Total charge = +1
HOMO energy (spin up / spin down) = -10.9 / -10.9 eV
Gap between HOMO and LUMO (spin up / spin down) = 7.8909 / 8.0533 eV
Molar mass = 561.2 g/mol
E_LUMO (spin up / spin down) = -3.012 / -2.806 eV

=====

Formula: C19H29F3MgO12S
Source: OMol25
Level of theory: ωB97M-V with the def2-TZVPD basis set

```
65
Properties=species:S:1:pos:R:3
Mg -2.7272 11.7186 -2.4943
C 0.4606 10.4777 -4.3126
C 0.3273 11.8281 -3.6708
O -0.9351 12.1889 -3.2275
H 0.3121 9.8094 -3.4644
H 1.4884 10.3588 -4.6556
H -0.4172 10.2500 -4.9172
H 0.7524 12.6159 -4.2927
H 0.9319 11.7077 -2.7718
C -1.9653 7.5060 -3.4710
F -2.1807 8.2506 -4.5852
F -2.4231 6.2349 -3.7435
F -0.6057 7.4611 -3.2526
S -2.7488 8.4203 -1.9938
O -4.1768 8.1425 -2.0425
O -2.0095 7.8609 -0.8588
O -2.4481 9.8846 -2.1761
O -3.3700 13.5303 -2.5897
C -4.0329 14.5790 -2.6669
O -3.4509 15.7824 -2.7238
C -4.3175 16.8691 -3.1972
C -5.6831 16.2012 -2.9711
C -5.5186 14.6701 -2.9744
H -4.1440 17.1971 -4.2221
H -4.3399 17.8260 -2.6758
H -6.4419 16.4713 -3.7055
H -6.0669 16.5897 -2.0278
H -5.7388 14.2677 -3.9632
H -6.2610 14.2209 -2.3147
O -2.2181 11.8956 -0.4715
C -1.2738 11.7867 0.3292
O -1.1587 12.6188 1.4743
C 0.1125 12.3616 2.1392
C 0.9401 11.6482 1.0161
C -0.0014 10.9500 0.0809
H -0.0610 11.6652 2.9596
H 0.5219 13.3261 2.4399
H 1.8219 11.0440 1.2292
H 1.3275 12.4434 0.3792
H -0.2381 9.9158 0.3311
H 0.3267 11.0637 -0.9523
O -3.5763 11.4676 -4.3381
C -3.9664 11.6654 -5.4726
O -5.2546 11.7935 -5.7011
C -5.5377 11.8461 -7.0958
C -4.2098 11.4527 -7.7516
C -3.1519 11.7375 -6.7046
H -5.7252 12.8556 -7.4615
H -6.4111 11.2810 -7.4212
H -3.9819 11.9493 -8.6947
H -4.2094 10.3732 -7.9023
H -2.7864 12.7322 -6.9597
H -2.3006 11.0577 -6.7387
O -4.6139 11.5597 -1.6366
C -5.5780 11.5893 -0.8967
O -6.7163 12.1189 -1.1157
C -7.5832 12.1873 -0.0167
C -6.9992 11.1194 0.9120
C -5.5207 11.0711 0.5295
H -8.6313 12.1009 -0.3031
H -7.3842 13.1888 0.3648
H -7.5709 10.2160 0.6996
H -7.1770 11.2908 1.9737
H -5.1423 10.0494 0.4983
H -4.7353 11.6294 1.0390
```

Results
Largest force on an atom = 4.922 eV/Å
Relative energy (zero: lowest compared OMol25 entry of this formula, charge and spin) = 0.00 kcal/mol
HOMO energy = -6.7 eV
Gap between HOMO and LUMO = 6.7646 eV
Molar mass = 562.8 g/mol
E_LUMO = 0.099 eV

=====

Formula: C19H29F4N3O20S
Source: OMol25
Level of theory: ωB97M-V with the def2-TZVPD basis set

```
76
Properties=species:S:1:pos:R:3
C 10.3443 -9.0970 -4.4098
N 9.8969 -9.5296 -5.7597
O 8.9700 -8.9220 -6.2672
O 10.4819 -10.4612 -6.2648
H 11.4218 -9.2021 -4.3627
H 9.8904 -9.7675 -3.6804
H 9.9958 -8.0884 -4.2220
C 11.1740 -3.5746 -3.5301
N 10.3501 -4.4861 -2.6766
O 9.7963 -3.9936 -1.7118
O 10.2677 -5.6451 -3.0160
H 12.2129 -3.7249 -3.2461
H 10.8398 -2.5702 -3.3096
H 11.0034 -3.9048 -4.5475
C 11.6668 0.2921 -3.0842
N 11.6045 1.5870 -3.8428
O 12.3294 2.4811 -3.4536
O 10.8356 1.6662 -4.7791
H 12.7350 0.1127 -2.9972
H 11.3021 -0.4467 -3.7942
H 11.0784 0.3460 -2.1797
C 8.1754 -4.5631 -7.3869
C 9.2332 -3.4485 -7.4960
C 10.3668 -4.0920 -8.2618
S 10.6157 -5.6159 -7.3618
O 11.5553 -5.4435 -6.2812
O 10.7884 -6.6884 -8.3082
C 8.9222 -5.7060 -6.6916
H 7.9159 -4.8564 -8.4039
H 7.3274 -4.1840 -6.8254
H 9.5400 -3.0362 -6.5283
H 8.8310 -2.5445 -7.9658
H 11.3289 -3.5787 -8.2819
H 10.0716 -4.2963 -9.2888
H 8.9970 -5.5115 -5.6209
H 8.5390 -6.6966 -6.9112
C 14.8102 -4.1274 -4.9998
C 14.5467 -2.6897 -5.4491
O 15.0227 -1.9260 -4.3891
C 15.3517 -2.7061 -3.3319
O 15.8049 -2.3292 -2.3108
O 15.0369 -3.9963 -3.6073
F 13.1826 -2.4865 -5.5070
H 15.6232 -4.6038 -5.5482
H 13.9143 -4.7330 -5.1406
H 14.9603 -2.3922 -6.4061
C 7.8009 -8.1463 0.4987
C 8.3358 -7.5308 -0.7837
O 8.2550 -8.5465 -1.7177
C 8.2430 -9.7479 -1.0365
O 8.3226 -10.7977 -1.5657
O 8.0847 -9.5381 0.2808
F 9.6436 -7.1565 -0.5977
H 6.7141 -8.0861 0.5535
H 8.2811 -7.6771 1.3506
H 7.8089 -6.6248 -1.0797
C 7.7009 -1.8463 0.5070
C 8.4448 -1.5737 1.8148
O 8.7024 -0.1933 1.7042
C 7.6930 0.3658 0.9668
O 7.4138 1.5105 0.9616
O 7.0288 -0.6092 0.2913
F 9.6487 -2.2311 1.8126
H 6.9465 -2.6021 0.7292
H 8.3727 -2.1390 -0.2957
H 7.9379 -1.8365 2.7404
C 6.2731 -4.2506 -4.0900
C 5.2691 -3.2432 -3.5886
O 6.0596 -2.2731 -2.9162
C 7.3107 -2.3319 -3.4631
O 8.2225 -1.6017 -3.3038
O 7.3636 -3.3852 -4.3425
F 4.3800 -3.7929 -2.7086
H 5.8676 -4.6919 -4.9988
H 6.5321 -5.0157 -3.3606
H 4.6882 -2.7108 -4.3408
```

Results
SMILES string = O=C1OC[C@@H](F)O1.O=C1OC[C@@H](F)O1.O=C1OC[C@@H](F)O1.O=C1OC[C@@H](F)O1.C[N+](=O)[O-].C[N+](=O)[O-].C[N+](=O)[O-].O=S1(=O)CCCC1
Largest force on an atom = 1.787 eV/Å
HOMO energy = -10.8 eV
Gap between HOMO and LUMO = 10.5736 eV
Molar mass = 727.5 g/mol
E_LUMO = -0.234 eV

=====

Formula: C19H29FN5O4PS
Source: OMol25
Level of theory: ωB97M-V with the def2-TZVPD basis set

```
60
Properties=species:S:1:pos:R:3
C 2.6121 -3.4466 -1.4379
C 2.4317 -1.8295 -1.0451
P 0.5277 -1.4997 -1.3132
C 0.3906 -0.6605 -3.0700
C -0.1851 -0.3581 0.0576
C 0.2699 -1.1227 1.4819
N 0.7196 -1.6911 2.5773
C -1.8240 -0.5721 0.0225
C -2.9548 0.3661 0.7235
C -4.5942 0.1143 0.7174
C -5.0001 -1.2982 -0.0831
C -3.7223 -2.0931 -0.7209
N -2.2744 -1.8122 -0.6892
C 0.3715 1.1422 0.1882
C 0.0518 1.5537 1.7921
N -0.2951 1.8841 3.0143
C 2.0413 1.2664 0.2028
C 2.7130 1.6885 -1.2185
C 4.3196 2.0169 -0.8835
S 5.3103 0.3829 -0.9143
C -0.3649 2.3284 -0.6617
C 0.1479 3.8667 -0.2370
F -0.2218 2.2741 -2.1312
H 1.6436 -4.0476 -1.1456
H 3.5973 -3.8782 -0.9641
H 2.6505 -3.4583 -2.6250
H 3.1059 -1.2573 -1.8076
H 2.7551 -1.7510 0.0741
H -0.5802 -0.0189 -3.1903
H 1.3802 -0.1420 -3.4075
H 0.2476 -1.5887 -3.8084
H -2.6350 1.3557 1.3023
H -5.3800 0.8201 1.2287
H -6.1224 -1.6512 -0.1553
H -4.0300 -3.1021 -1.2874
H 2.3200 2.1592 0.9485
H 2.5352 0.3123 0.7244
H 2.2874 2.7066 -1.6508
H 2.7365 0.8707 -2.0487
H 4.8163 2.7208 -1.6749
H 4.4377 2.4081 0.2340
H 5.9119 0.1606 0.3447
H -1.5426 2.3987 -0.4722
H -0.5431 4.3155 0.6075
H -0.0404 4.5552 -1.1942
H 1.2917 3.9280 -0.0186
C -3.8739 4.3104 2.2925
N -3.2980 5.5114 1.6292
O -2.0659 5.5768 1.5477
O -4.0991 6.3544 1.2093
H -3.0584 3.6574 2.6104
H -4.4506 4.6544 3.1535
H -4.5109 3.8052 1.5637
C 0.4284 -6.2838 2.0083
N 0.7715 -6.3484 0.5620
O 1.9629 -6.2204 0.2566
O -0.1648 -6.5257 -0.2259
H 1.3442 -6.1251 2.5818
H -0.2624 -5.4495 2.1461
H -0.0367 -7.2338 2.2793
```

Results
SMILES string = CCP(C)[C@](C#N)(c1ccccn1)[C@@](C#N)(CCCS)[C@@H](C)F.C[N+](=O)[O-].C[N+](=O)[O-]
Largest force on an atom = 12.354 eV/Å
HOMO energy = -8.2 eV
Gap between HOMO and LUMO = 7.4340 eV
Molar mass = 473.5 g/mol
E_LUMO = -0.745 eV

=====

Listing energy for the structures above in their given order: -4491.24486; -2542.24655; -3207.86654; -2154.74808 hartree.